A cluster of 2 separate species, C5H10ClN2 in total, computed with ωB97M-V/def2-TZVPD.

Output
- ΔE to the lowest compared entry with this formula, charge and spin (kJ/mol) = 57.6
- HOMO level (eV) = -13.732
- charge = +1
- E (Ha) = -765.97573
- Kohn-Sham gap (eV) = 11.03
- LUMO energy (eV) = -2.7

Each line ends with the Löwdin charge.
CARTESIAN COORDINATES (ANGSTROEM)
C  -0.2279  -1.7043  -0.0431  0.055
C  1.0529  -1.1892  0.2144  -0.028
C  -0.2599  0.5250  0.1468  -0.322
C  -0.6790  1.9314  0.2377  0.019
C  -2.4554  -0.6032  -0.5190  0.053
N  0.9756  0.1655  0.2999  0.134
N  -1.0135  -0.5411  -0.1737  -0.031
Cl  4.6683  0.1887  0.0705  0.316
H  -0.5703  -2.6382  -0.2756  0.105
H  5.3302  -0.6227  0.7854  -0.233
H  1.9974  -1.6677  0.0676  0.111
H  0.0346  2.5633  0.9097  0.133
H  -1.8385  2.1278  0.4381  0.143
H  -0.4805  2.3484  -0.7472  0.090
H  -2.9300  0.1097  0.0412  0.055
H  -2.8702  -1.5310  -0.3514  0.077
H  -2.5498  -0.2166  -1.6028  0.149
H  1.8160  0.7543  0.5015  0.172